*A*
Formula: C2H4N4O2
Source: the Open Molecules 2025 dataset
Level of theory: ωB97M-V/def2-TZVPD

Values from the calculation:
SMILES: O/N=c1/[nH]cnn1O
Molecular weight: 116.1 g mol⁻¹
HOMO energy: -8.435 eV

Each line ends with the Löwdin charge.
Element x y z (Å)
C (0.3375, -0.6185, 0.1997)  -0.387
C (-1.8245, -0.2377, -0.1055)  -0.155
H (2.1224, 0.5687, -0.1744)  0.022
H (-0.8332, -2.2091, -0.4888)  0.195
H (-2.8711, -0.5936, -0.2163)  0.142
H (0.5614, 2.5074, 0.2847)  0.121
N (1.4647, -1.1521, 0.0707)  0.057
N (-0.9014, -1.2633, 0.0393)  0.098
N (-1.2648, 0.8623, 0.1298)  0.043
N (-0.0345, 0.6859, 0.4899)  -0.099
O (2.5495, -0.2559, 0.0183)  -0.042
O (0.6940, 1.7060, -0.2475)  0.004

---

*B*
Formula: C2H4N4O2
Source: the Open Molecules 2025 dataset
Level of theory: ωB97M-V/def2-TZVPD

Values from the calculation:
SMILES: [H]/N=c1\o/c(=N/[H])[nH]n1O
Molecular weight: 116.1 g mol⁻¹
HOMO energy: -9.773 eV

Each line ends with the Löwdin charge.
Element x y z (Å)
C (1.0158, 0.2324, -0.7989)  -0.479
C (-1.0782, 0.4299, -0.0203)  -0.438
H (-1.4561, -0.8028, 2.1471)  0.239
H (1.2127, -1.7749, -0.3422)  0.172
H (3.1108, 0.2511, -1.1186)  0.126
H (-1.9462, 1.9072, 0.5258)  0.052
N (-0.7840, -0.9372, 0.1437)  -0.079
N (0.4587, -1.0816, -0.6481)  0.105
N (2.1151, 0.7255, -1.0863)  0.154
N (-2.0709, 0.9435, 0.5057)  0.199
O (-0.4564, -1.0021, 1.5673)  -0.118
O (-0.1214, 1.1089, -0.8753)  0.068

---

*C*
Formula: C2H4N4O2
Source: the Open Molecules 2025 dataset
Level of theory: ωB97M-V/def2-TZVPD

Values from the calculation:
SMILES: Nc1nn(N)c(=O)o1
Molecular weight: 116.1 g mol⁻¹
HOMO energy: -9.067 eV

Each line ends with the Löwdin charge.
Element x y z (Å)
C (-1.2500, -0.0890, -0.0371)  -0.470
C (0.7121, 0.7105, -0.0326)  -0.539
H (-2.9946, -1.0826, -0.1192)  0.149
H (-2.8345, 0.2590, 0.9150)  0.075
H (2.5329, -0.5777, 0.5791)  0.126
H (2.3481, -1.7154, -0.6502)  0.084
N (-2.6428, -0.0626, 0.0020)  0.136
N (-0.5134, -1.1334, 0.0043)  0.181
N (0.7413, -0.5983, -0.1587)  -0.142
N (1.8948, -1.3223, 0.1577)  0.111
O (1.5692, 1.5759, 0.0427)  0.093
O (-0.5922, 1.0746, -0.0856)  0.195

---

List of relative energies, unit kJ/mol: *A* 355.8; *B* 306.5; *C* 0.0

---

*A*
Formula: C2H4N4O2
Source: the Open Molecules 2025 dataset
Level of theory: ωB97M-V/def2-TZVPD

Values from the calculation:
Molecular weight: 116.1 g mol⁻¹
HOMO energy: -9.555 eV

Each line ends with the Löwdin charge.
Element x y z (Å)
C (-0.4665, 0.9640, -0.3860)  -0.450
C (-0.2696, -0.6093, 0.8821)  -0.488
H (0.0497, 2.9351, -1.3949)  0.256
H (-1.7607, 2.7177, -0.8322)  0.127
H (-0.1191, -2.5942, 1.4700)  0.076
H (2.1862, -2.4090, 0.2166)  0.305
N (-0.9247, 2.0715, -1.0929)  0.059
N (-1.1029, 0.5186, 0.6406)  0.192
N (-0.5819, -1.6589, 1.4767)  0.162
N (1.0628, -0.4801, 0.2998)  -0.084
O (1.2212, -1.7045, -0.3428)  -0.149
O (0.7056, 0.2492, -0.9370)  -0.006

---

*B*
Formula: C2H4N4O2
Source: the Open Molecules 2025 dataset
Level of theory: ωB97M-V/def2-TZVPD

Values from the calculation:
SMILES: [H]/N=c1\n(O)cnn1O
Molecular weight: 116.1 g mol⁻¹
HOMO energy: -9.413 eV

Each line ends with the Löwdin charge.
Element x y z (Å)
C (-0.4816, -1.4715, 0.0547)  -0.126
C (0.1803, 0.6147, -0.2384)  -0.445
H (-2.8052, 0.3529, -0.1888)  0.116
H (-1.2509, -2.2179, 0.4334)  0.154
H (3.1527, 0.1905, -0.1806)  0.158
H (-0.5021, 2.3857, 0.0042)  0.067
N (-0.9414, -0.1743, -0.3838)  -0.060
N (0.7644, -1.5721, 0.0309)  0.098
N (1.2640, -0.3358, -0.3938)  -0.110
N (0.3389, 1.8163, -0.0070)  0.195
O (-2.0464, 0.2369, 0.4081)  0.001
O (2.3274, 0.1745, 0.4610)  -0.046

---

List of relative energies, unit kJ/mol: *A* 244.6; *B* 0.0

---

*A*
Formula: C4H6N2O
Source: the Open Molecules 2025 dataset
Level of theory: ωB97M-V/def2-TZVPD

Values from the calculation:
Molecular weight: 98.1 g mol⁻¹
HOMO energy (alpha / beta): -8.686 / -8.686 eV

Each line ends with the Löwdin charge.
Element x y z (Å)
C (-2.1534, 0.0688, -0.2498)  -0.065
C (-0.7184, -0.3607, -0.0465)  -0.228
O (0.0403, 0.8286, 0.2889)  -0.006
C (1.2784, 0.7098, 0.6907)  -0.214
N (1.9823, -0.4370, 0.7091)  0.172
C (2.7388, 0.7115, 0.0822)  -0.415
N (3.6306, 1.1130, -0.5755)  0.128
H (-2.2213, 0.8173, -1.0434)  0.086
H (-2.7622, -0.7951, -0.5327)  0.084
H (-2.5602, 0.4970, 0.6703)  0.085
H (-0.2956, -0.7946, -0.9604)  0.127
H (-0.6268, -1.0857, 0.7709)  0.124
H (1.6674, -1.2730, 0.1960)  0.121

---

*B*
Formula: C4H6N2O
Source: the Open Molecules 2025 dataset
Level of theory: ωB97M-V/def2-TZVPD

Values from the calculation:
SMILES: [H]/N=C/C(N)=C=CO
Molecular weight: 98.1 g mol⁻¹
HOMO energy: -8.370 eV

Each line ends with the Löwdin charge.
Element x y z (Å)
N (0.6217, -0.4927, -1.9110)  0.078
C (0.4344, -0.0743, -0.5839)  -0.349
C (1.5120, 0.7733, -0.0151)  -0.202
N (1.5027, 1.1150, 1.2086)  0.105
C (-1.8084, -0.3137, 0.6938)  -0.207
O (-2.2116, -1.0526, 1.7714)  -0.002
C (-0.6245, -0.3494, 0.1475)  0.033
H (1.5487, -0.8308, -2.1326)  0.080
H (-0.0914, -1.1356, -2.2290)  0.091
H (2.3181, 1.0250, -0.7184)  0.110
H (2.3265, 1.6743, 1.4274)  0.047
H (-2.9677, -0.6079, 2.1738)  0.097
H (-2.5604, 0.2695, 0.1674)  0.118

---

List of relative energies, unit kJ/mol: *A* 189.6; *B* 0.0

---

*A*
Formula: C4H6N2O
Source: the Open Molecules 2025 dataset
Level of theory: ωB97M-V/def2-TZVPD

Values from the calculation:
SMILES: Nc1[nH]ccc1O
Molecular weight: 98.1 g mol⁻¹
HOMO energy: -7.858 eV

Each line ends with the Löwdin charge.
Element x y z (Å)
N (1.9072, 0.8599, -0.0742)  0.090
C (0.5719, 0.4056, -0.0085)  -0.324
C (0.0269, -0.8457, 0.1472)  -0.304
O (0.7860, -1.9827, 0.3097)  0.026
C (-1.3905, -0.7220, 0.1226)  -0.037
C (-1.6640, 0.6137, -0.0537)  -0.135
N (-0.4758, 1.2860, -0.1252)  0.061
H (2.4652, 0.1915, -0.5959)  0.080
H (2.3173, 0.9140, 0.8541)  0.083
H (0.5279, -2.6040, -0.3811)  0.103
H (-2.1159, -1.5156, 0.2483)  0.101
H (-2.6087, 1.1334, -0.1275)  0.106
H (-0.3474, 2.2660, -0.3158)  0.151

---

*B*
Formula: C4H6N2O
Source: the Open Molecules 2025 dataset
Level of theory: ωB97M-V/def2-TZVPD

Values from the calculation:
SMILES: Nc1cc[nH]c1O
Molecular weight: 98.1 g mol⁻¹
HOMO energy: -7.669 eV

Each line ends with the Löwdin charge.
Element x y z (Å)
N (-1.9055, 0.6037, -0.0414)  0.068
C (-0.5034, 0.3370, -0.0920)  -0.293
C (-0.0320, -0.9392, -0.2509)  -0.368
O (-0.7961, -2.0568, -0.1977)  0.065
N (1.3259, -0.9426, -0.1494)  0.085
C (1.7506, 0.3500, 0.0833)  -0.133
C (0.6428, 1.1587, 0.1291)  -0.051
H (-2.3046, 0.8459, -0.9447)  0.082
H (-2.1291, 1.3421, 0.6152)  0.074
H (-1.3506, -1.7504, 0.5456)  0.115
H (1.8943, -1.7733, -0.1721)  0.157
H (2.7992, 0.5744, 0.2169)  0.103
H (0.6402, 2.2235, 0.3165)  0.095

---

*C*
Formula: C4H6N2O
Source: the Open Molecules 2025 dataset
Level of theory: ωB97M-V/def2-TZVPD

Values from the calculation:
Molecular weight: 98.1 g mol⁻¹
HOMO energy: -8.284 eV

Each line ends with the Löwdin charge.
Element x y z (Å)
C (-2.2880, 0.2741, -0.1608)  -0.041
O (-1.5878, -0.1329, 1.0310)  -0.148
C (0.0207, -0.0279, 0.8834)  -0.249
N (-0.5581, 0.9592, 1.4277)  0.226
N (2.3641, 0.9160, -0.2944)  0.060
C (2.0570, -0.3232, -0.3705)  -0.293
C (0.8509, -0.8616, 0.2392)  -0.087
H (-3.0622, -0.4780, -0.3205)  0.098
H (-2.7254, 1.2567, 0.0219)  0.097
H (-1.5940, 0.3038, -1.0040)  0.097
H (3.2303, 1.1001, -0.7978)  0.035
H (2.6666, -1.0652, -0.9037)  0.104
H (0.6260, -1.9211, 0.2485)  0.101

---

*D*
Formula: C4H6N2O
Source: the Open Molecules 2025 dataset
Level of theory: ωB97M-V/def2-TZVPD

Values from the calculation:
SMILES: C1=NCN[C@@]12CO2
Molecular weight: 98.1 g mol⁻¹
HOMO energy: -9.232 eV

Each line ends with the Löwdin charge.
Element x y z (Å)
C (-1.5696, 0.3484, -0.9978)  -0.068
O (-0.6612, -0.3225, -1.8738)  0.008
C (-0.2186, -0.0243, -0.5687)  -0.497
C (0.9150, 0.9332, -0.3733)  -0.058
N (1.6375, 0.6786, 0.6379)  0.075
C (1.0848, -0.5102, 1.2776)  -0.227
N (0.1030, -1.0693, 0.3429)  0.064
H (-1.8240, 1.3760, -1.2611)  0.113
H (0.6342, -0.2030, 2.2334)  0.119
H (-2.4078, -0.2588, -0.6500)  0.114
H (1.1139, 1.7681, -1.0429)  0.126
H (1.8929, -1.2163, 1.4939)  0.111
H (-0.7000, -1.5000, 0.7820)  0.121

---

List of relative energies, unit kJ/mol: *A* 0.0; *B* 23.6; *C* 492.0; *D* 137.2

---

*A*
Formula: C4H6N2O
Source: the Open Molecules 2025 dataset
Level of theory: ωB97M-V/def2-TZVPD

Values from the calculation:
Molecular weight: 98.1 g mol⁻¹
HOMO energy: -9.083 eV

Each line ends with the Löwdin charge.
Element x y z (Å)
C (-1.6991, 0.3679, 0.4700)  -0.049
O (-1.7364, 0.3231, -0.9685)  -0.099
C (-0.6415, 0.7032, -1.5860)  -0.129
N (0.3713, 1.2452, -1.1629)  -0.090
N (1.5848, 1.4798, -0.9824)  0.065
C (1.7192, -1.3702, 0.3234)  -0.018
C (1.2684, -2.3450, 0.8687)  -0.008
H (-2.6738, 0.0170, 0.8093)  0.093
H (-0.9011, -0.2850, 0.8374)  0.070
H (-1.5304, 1.3992, 0.7985)  0.095
H (1.7179, 2.4970, -0.9957)  0.070
H (2.1055, -0.4854, -0.1538)  -0.014
H (0.8836, -3.2208, 1.3440)  0.014

---

*B*
Formula: C4H6N2O
Source: the Open Molecules 2025 dataset
Level of theory: ωB97M-V/def2-TZVPD

Values from the calculation:
Molecular weight: 98.1 g mol⁻¹
HOMO energy: -9.938 eV

Each line ends with the Löwdin charge.
Element x y z (Å)
C (1.9292, 0.4991, 0.1243)  -0.019
C (0.4631, 0.3333, -0.1197)  -0.331
C (-0.3588, -0.8852, 0.2443)  -0.125
N (-1.4008, -0.7952, -0.7831)  0.039
C (-1.5728, 0.5797, -0.5198)  -0.565
O (-2.4894, 0.9513, 0.1763)  0.087
N (-0.3108, 1.2433, -0.5930)  0.193
H (2.1890, 1.5601, 0.1318)  0.084
H (2.5059, 0.0038, -0.6679)  0.091
H (2.2245, 0.0412, 1.0744)  0.084
H (0.1751, -1.8623, 0.2345)  0.131
H (-2.2372, -1.2783, -0.4557)  0.127
H (-1.1170, -0.3909, 1.1537)  0.204

---

List of relative energies, unit kJ/mol: *A* 404.7; *B* 0.0

---

*A*
Formula: C4H6N2O
Source: the Open Molecules 2025 dataset
Level of theory: ωB97M-V/def2-TZVPD

Values from the calculation:
SMILES: Nc1cocc1N
Molecular weight: 98.1 g mol⁻¹
HOMO energy: -7.671 eV

Each line ends with the Löwdin charge.
Element x y z (Å)
C (-0.2529, -0.0666, 0.6249)  -0.315
C (0.5157, 0.8576, 1.2484)  -0.087
C (1.3661, 0.6877, -0.6999)  -0.102
C (0.3186, -0.1965, -0.6646)  -0.333
H (-1.6614, -0.0387, 2.0651)  0.120
H (-1.4893, -1.6823, 1.3651)  0.141
H (0.6159, 1.2430, 2.2060)  0.105
H (1.9081, 1.1277, -1.5885)  0.144
H (0.2189, -0.9870, -2.5357)  0.065
H (-1.3677, -0.8071, -1.9596)  0.166
N (-1.4512, -0.5858, 1.1413)  0.037
N (-0.2803, -0.8449, -1.6869)  0.064
O (1.5595, 1.2931, 0.4846)  -0.005

---

*B*
Formula: C4H6N2O
Source: the Open Molecules 2025 dataset
Level of theory: ωB97M-V/def2-TZVPD

Values from the calculation:
SMILES: Cc1cc(N)on1
Molecular weight: 98.1 g mol⁻¹
HOMO energy: -8.748 eV

Each line ends with the Löwdin charge.
Element x y z (Å)
C (-2.2034, 0.3234, -0.0413)  -0.033
C (-0.8464, -0.2754, 0.1497)  -0.369
N (-0.5587, -1.3718, -0.5013)  0.098
O (0.8279, -1.4750, -0.4540)  0.001
C (1.3195, -0.4040, 0.1733)  -0.400
N (2.6705, -0.1931, -0.0539)  0.130
C (0.3115, 0.3417, 0.7066)  0.020
H (-2.2276, 0.7786, -1.0400)  0.087
H (-2.9904, -0.4304, -0.0004)  0.080
H (-2.4012, 1.1086, 0.6874)  0.075
H (2.9021, 0.7837, 0.0807)  0.098
H (2.8133, -0.4071, -1.0367)  0.105
H (0.3830, 1.2207, 1.3300)  0.109

---

List of relative energies, unit kJ/mol: *A* 47.4; *B* 0.0

---

*A*
Formula: C4H6N2O
Source: the Open Molecules 2025 dataset
Level of theory: ωB97M-V/def2-TZVPD

Values from the calculation:
Molecular weight: 98.1 g mol⁻¹
HOMO energy: -9.620 eV

Each line ends with the Löwdin charge.
Element x y z (Å)
C (-0.0222, -1.1267, 0.4843)  -0.086
C (1.2234, -0.7607, -0.2656)  -0.190
O (0.8405, 0.1285, -1.3315)  -0.007
C (-0.2010, 0.9146, -1.0013)  -0.427
N (-0.5614, 1.9031, -1.6955)  0.187
C (-0.8145, 0.4048, 0.2464)  -0.296
N (-1.6519, 0.7919, 1.1063)  0.188
H (-0.6235, -1.9108, 0.0034)  0.116
H (0.2225, -1.4938, 1.5135)  0.131
H (-1.1267, -0.1856, 1.3730)  0.066
H (1.7229, -1.6016, -0.7377)  0.124
H (1.9295, -0.2415, 0.3952)  0.131
H (-1.3832, 2.3298, -1.2651)  0.064

---

*B*
Formula: C4H6N2O
Source: the Open Molecules 2025 dataset
Level of theory: ωB97M-V/def2-TZVPD

Values from the calculation:
Molecular weight: 98.1 g mol⁻¹
HOMO energy (alpha / beta): -7.992 / -7.991 eV

Each line ends with the Löwdin charge.
Element x y z (Å)
C (0.4463, 1.4444, 0.5660)  -0.051
C (0.5750, 0.4411, -0.5564)  -0.468
C (0.8703, -1.4288, 0.2588)  -0.095
C (-0.9854, -0.6726, -0.7159)  -0.223
N (-0.0252, -2.2104, 0.1509)  0.106
N (-1.9902, -0.2209, -0.1511)  0.112
O (1.2167, 0.6297, -1.5576)  0.050
H (-2.4870, -0.7885, 0.5290)  0.081
H (1.8533, -1.2733, 0.6857)  0.119
H (-0.7092, -1.0378, -1.6889)  0.123
H (-0.0181, 1.0054, 1.4487)  0.073
H (-0.1812, 2.2712, 0.2273)  0.089
H (1.4347, 1.8405, 0.8033)  0.084

---

*C*
Formula: C4H6N2O
Source: the Open Molecules 2025 dataset
Level of theory: ωB97M-V/def2-TZVPD

Values from the calculation:
SMILES: [H]/N=C(\C#N)OCC
Molecular weight: 98.1 g mol⁻¹
HOMO energy: -10.906 eV

Each line ends with the Löwdin charge.
Element x y z (Å)
C (-1.2926, -0.3356, -0.7687)  -0.059
C (-0.6504, -0.5042, 0.7014)  -0.165
O (0.7209, -0.9813, 0.7740)  -0.054
C (1.3438, -0.1766, -0.1116)  -0.494
N (1.2499, -0.4643, -1.3335)  0.185
C (1.7801, 1.1001, 0.4618)  -0.111
N (2.0935, 2.1294, 0.8897)  0.175
H (-0.7380, -0.1089, -1.7070)  0.063
H (-1.8284, -1.2410, -1.0490)  0.068
H (-1.9557, 0.5262, -0.6852)  0.068
H (-1.1787, -1.1940, 1.3817)  0.128
H (-0.6595, 0.4778, 1.2042)  0.108
H (1.4442, 0.3083, -1.9593)  0.089

---

List of relative energies, unit kJ/mol: *A* 124.2; *B* 286.9; *C* 0.0